[1]
Entry from the OMol25 dataset: a cluster of 2 separate species, C4H8O2 in total (ωB97M-V with the def2-TZVPD basis set).

Calculated values
E_LUMO (alpha / beta) (eV): -5.46 / -8.34
<S²>: 0.7707
HOMO-LUMO gap (alpha / beta) (hartree): 0.29605 / 0.19020
Energy relative to the best compared isomer or geometry (same formula, charge and spin) (kcal per mole): 30.02

Structure (ORCA input):
```
! wB97M-V def2-TZVPD RIJCOSX def2/J DEFGRID3
* xyz 1 2
O -0.172 2.820 -5.219
O 0.190 -1.233 2.860
C -0.365 -0.863 1.629
C -1.732 -1.055 1.468
C 1.993 -0.413 0.757
C 0.664 -0.540 0.492
H -1.040 2.585 -5.005
H 2.662 -0.028 -0.015
H 0.207 -0.448 -0.468
H 2.527 -0.802 1.687
H -2.429 -1.025 2.374
H -2.127 -1.211 0.509
H 0.151 3.512 -4.577
H -0.530 -1.300 3.507
*
```



[2]
Entry from the OMol25 dataset: the ion C4H8O2 with charge +1 (ωB97M-V with the def2-TZVPD basis set).

Calculated values
E_LUMO (alpha / beta) (eV): -5.54 / -9.46
<S²>: 0.7579
HOMO-LUMO gap (alpha / beta) (hartree): 0.37464 / 0.20069
Energy relative to the best compared isomer or geometry (same formula, charge and spin) (kcal per mole): 34.98

Structure (ORCA input):
```
! wB97M-V def2-TZVPD RIJCOSX def2/J DEFGRID3
* xyz 1 2
O 0.372 -1.509 1.941
O 0.709 -0.673 -1.848
C -0.341 1.099 -0.691
C -0.033 0.529 0.762
C 0.586 0.530 -1.723
C -0.118 -1.005 0.742
H -0.317 -1.929 2.442
H 0.440 -1.467 -0.097
H 1.028 0.773 0.766
H -1.174 -1.282 0.608
H -0.816 0.934 1.390
H -1.318 0.727 -1.045
H -0.260 2.172 -0.853
H 1.242 1.101 -2.393
*
```



[3]
Entry from the OMol25 dataset: the molecule C4H8O2S2 (ωB97M-V with the def2-TZVPD basis set).

Calculated values
E_LUMO (eV): 0.64
HOMO-LUMO gap (hartree): 0.36459
Energy relative to the best compared isomer or geometry (same formula, charge and spin) (kcal per mole): 35.01

Structure (ORCA input):
```
! wB97M-V def2-TZVPD RIJCOSX def2/J DEFGRID3
* xyz 0 1
S -0.906 -0.559 1.113
S -0.698 3.041 1.868
O -0.736 -0.751 -1.551
O 1.248 0.801 0.230
C 0.307 1.609 2.280
C 0.400 0.654 1.087
C 0.206 -1.096 -2.545
C -0.404 -1.463 -0.380
H 1.285 1.930 2.579
H -0.188 1.105 3.099
H 0.488 -2.148 -2.452
H -0.896 -2.444 -0.403
H -1.700 2.383 1.328
H 0.665 -1.631 -0.330
H 1.153 -0.511 -2.370
H -0.223 -0.919 -3.552
*
```



[4]
Entry from the OMol25 dataset: the molecule C4H8O2Se (ωB97M-V with the def2-TZVPD basis set).

Calculated values
E_LUMO (eV): -0.35
HOMO-LUMO gap (hartree): 0.29503
Energy relative to the best compared isomer or geometry (same formula, charge and spin) (kcal per mole): 46.16

Structure (ORCA input):
```
! wB97M-V def2-TZVPD RIJCOSX def2/J DEFGRID3
* xyz 0 1
Se 3.531 0.355 -0.013
O -0.985 1.539 -0.582
O -0.273 -1.723 0.860
C 0.838 0.156 -1.013
C -0.108 0.705 0.139
C 2.195 -0.516 -0.507
C -0.821 -0.391 0.915
H 0.322 -0.596 -1.567
H 0.542 -1.821 1.385
H 0.432 1.446 0.730
H 2.004 -1.590 -0.280
H 0.989 1.029 -1.664
H -0.958 -0.044 1.954
H -1.817 -0.504 0.642
H -1.747 1.029 -0.776
*
```



[5]
Entry from the OMol25 dataset: the molecule C4H8O3 (ωB97M-V with the def2-TZVPD basis set).

Calculated values
E_LUMO (eV): 0.78
HOMO-LUMO gap (hartree): 0.40633
Energy relative to the best compared isomer or geometry (same formula, charge and spin) (kcal per mole): 99.30

Structure (ORCA input):
```
! wB97M-V def2-TZVPD RIJCOSX def2/J DEFGRID3
* xyz 0 1
O -2.873 0.242 -0.090
O -0.877 -0.993 -0.037
O -0.453 1.997 -0.211
C 1.532 -0.950 -0.088
C -2.127 -0.791 0.050
C 0.294 -0.104 -0.318
C 0.532 1.051 0.286
H 2.344 -0.322 -0.607
H 0.520 0.987 1.362
H 1.628 1.613 0.423
H -1.486 1.809 -0.178
H 1.448 -1.772 -0.743
H -2.390 -1.659 0.537
H 1.727 -1.286 1.019
H 0.180 0.178 -1.405
*
```



[6]
Entry from the OMol25 dataset: the molecule C4H8O3 (ωB97M-V with the def2-TZVPD basis set).

Calculated values
E_LUMO (eV): 0.34
HOMO-LUMO gap (hartree): 0.38059
Energy relative to the best compared isomer or geometry (same formula, charge and spin) (kcal per mole): 39.90

Structure (ORCA input):
```
! wB97M-V def2-TZVPD RIJCOSX def2/J DEFGRID3
* xyz 0 1
O -0.068 2.118 0.225
O -1.671 -1.870 -0.505
O 1.104 0.222 -1.288
C -0.820 -1.210 -1.092
C -0.617 1.049 0.985
C 0.281 -0.188 0.949
C 0.485 -0.758 -0.455
H 1.142 -1.635 -0.427
H 2.069 0.103 -1.196
H 0.256 1.745 -0.620
H -0.718 1.401 2.017
H -1.622 0.831 0.610
H 1.263 0.097 1.346
H -0.140 -0.955 1.609
H -0.944 -0.949 -2.158
*
```



[7]
Entry from the OMol25 dataset: the molecule C4H8O3 (ωB97M-V with the def2-TZVPD basis set).

Calculated values
E_LUMO (eV): 0.75
HOMO-LUMO gap (hartree): 0.39647
Energy relative to the best compared isomer or geometry (same formula, charge and spin) (kcal per mole): 39.68

Structure (ORCA input):
```
! wB97M-V def2-TZVPD RIJCOSX def2/J DEFGRID3
* xyz 0 1
O -2.395 1.238 -0.442
O 2.380 -0.002 -0.372
O 0.704 -1.959 -0.448
C -1.072 0.764 -0.574
C 0.440 -1.000 0.254
C 1.628 -0.221 0.802
C -0.950 -0.455 0.346
H -0.336 1.533 -0.291
H -1.197 -0.152 1.368
H 2.187 -0.821 1.539
H -0.849 0.459 -1.609
H -2.503 1.988 -1.039
H -1.640 -1.230 0.008
H 2.255 -0.869 -0.819
H 1.348 0.726 1.276
*
```



[8]
Entry from the OMol25 dataset: the molecule C4H8O3 (ωB97M-V with the def2-TZVPD basis set).

Calculated values
E_LUMO (eV): 0.68
HOMO-LUMO gap (hartree): 0.40232
Energy relative to the best compared isomer or geometry (same formula, charge and spin) (kcal per mole): 26.65

Structure (ORCA input):
```
! wB97M-V def2-TZVPD RIJCOSX def2/J DEFGRID3
* xyz 0 1
O 1.307 2.697 0.321
O -0.968 -1.867 -1.553
O -0.555 1.957 -0.652
C 0.096 -1.530 -0.626
C 0.487 1.825 0.154
C -0.364 -0.573 0.507
C 0.705 0.505 0.869
H -1.699 -2.002 -0.949
H -0.707 -1.240 1.309
H 1.758 0.278 0.758
H -1.259 0.012 0.273
H 0.441 -2.494 -0.229
H 0.460 0.615 1.929
H -0.576 2.896 -0.887
H 0.874 -1.079 -1.223
*
```



[9]
Entry from the OMol25 dataset: a cluster of 2 separate species, C4H8O3 in total (ωB97M-V with the def2-TZVPD basis set).

Calculated values
E_LUMO (eV): 0.53
HOMO-LUMO gap (hartree): 0.37435
Energy relative to the best compared isomer or geometry (same formula, charge and spin) (kcal per mole): 45.14

Structure (ORCA input):
```
! wB97M-V def2-TZVPD RIJCOSX def2/J DEFGRID3
* xyz 0 1
O -1.595 2.060 -0.319
O 1.451 -0.821 0.349
O -0.016 -0.071 -1.166
C -0.658 -0.113 1.126
C 2.336 -1.051 -0.750
C 0.258 -0.340 -0.005
C -1.955 0.079 0.842
H -0.950 1.924 0.388
H 1.892 -1.775 -1.437
H 3.253 -1.443 -0.311
H -2.365 -0.195 -0.124
H -2.665 0.501 1.542
H 2.522 -0.123 -1.297
H -0.250 -0.047 2.127
H -1.261 1.415 -0.967
*
```



[10]
Entry from the OMol25 dataset: a cluster of 2 separate species, C4H8O3 in total (ωB97M-V with the def2-TZVPD basis set).

Calculated values
E_LUMO (eV): 0.88
HOMO-LUMO gap (hartree): 0.42055
Energy relative to the best compared isomer or geometry (same formula, charge and spin) (kcal per mole): 36.07

Structure (ORCA input):
```
! wB97M-V def2-TZVPD RIJCOSX def2/J DEFGRID3
* xyz 0 1
O 0.812 -0.862 1.766
O 0.631 1.987 1.182
O 1.373 -1.023 -0.419
C 1.630 -0.860 0.880
C -0.013 -1.176 -0.779
C -0.636 0.142 -1.133
C -1.760 0.601 -0.589
H 0.471 1.254 1.791
H -0.130 0.709 -1.914
H -0.550 -1.668 0.035
H -2.269 0.066 0.211
H -2.212 1.532 -0.922
H 2.712 -0.746 1.025
H -0.065 1.873 0.523
H 0.005 -1.828 -1.657
*
```



[11]
Entry from the OMol25 dataset: a cluster of 3 separate species, C4H8O3 in total (ωB97M-V with the def2-TZVPD basis set).

Calculated values
E_LUMO (eV): 0.47
HOMO-LUMO gap (hartree): 0.34759
Energy relative to the best compared isomer or geometry (same formula, charge and spin) (kcal per mole): 97.04

Structure (ORCA input):
```
! wB97M-V def2-TZVPD RIJCOSX def2/J DEFGRID3
* xyz 0 1
O 0.776 1.144 1.594
O 2.600 -0.606 1.915
O 1.418 -1.526 0.244
C 0.219 -0.132 -0.323
C 2.337 -1.543 1.083
C 0.046 0.900 0.608
C -2.275 0.642 -1.530
H -0.451 -0.926 -0.588
H -2.645 0.055 -2.371
H -1.185 0.677 -1.612
H 1.877 0.141 1.794
H -2.597 0.182 -0.591
H -0.739 1.659 0.372
H 3.018 -2.410 1.169
H -2.646 1.667 -1.576
*
```



[12]
Entry from the OMol25 dataset: a structure of composition C4H8O3 (ωB97M-V with the def2-TZVPD basis set).

Calculated values
E_LUMO (eV): 0.74
HOMO-LUMO gap (hartree): 0.37570
Energy relative to the best compared isomer or geometry (same formula, charge and spin) (kcal per mole): 113.98

Structure (ORCA input):
```
! wB97M-V def2-TZVPD RIJCOSX def2/J DEFGRID3
* xyz 0 1
O -0.573 1.413 -0.170
O -0.163 -0.036 1.509
O 2.054 -0.116 -0.728
C -0.836 0.853 2.407
C 0.819 -0.557 -0.546
C -0.081 0.395 0.249
C -0.066 -0.571 -2.218
H -0.778 0.382 3.388
H 0.340 -1.305 -2.921
H -0.337 1.825 2.417
H 1.111 -0.162 -1.738
H -1.001 -0.942 -1.799
H -1.876 0.986 2.101
H 0.656 -1.619 -0.291
H -0.262 0.403 -2.676
*
```



- Which of these has the lowest energy relative to the best compared isomer or geometry (same formula, charge and spin)?
  number 8